Model A:
DFT (the ωB97M-V functional and the def2-TZVPD basis) results for a cluster of 7 separate species, C14H42O12 in total.

Summary:
* net charge: 0
* HOMO: -10.03 eV
* Kohn-Sham gap: 10.48 eV

Each line ends with the Mulliken charge.
Positions of all 68 atoms, in Å:
H: 1.884 -1.135 -0.668  0.211
C: 1.582 -0.932 0.344  -0.436
H: -4.498 -3.723 2.564  0.338
O: 0.738 -0.584 6.038  -0.593
H: 2.597 1.374 -0.843  -0.137
H: -3.264 -4.692 1.756  0.290
C: -1.478 2.460 -0.703  -0.297
H: -0.995 -4.042 3.152  0.220
O: -2.517 -3.521 -0.744  -0.513
H: -3.113 -0.930 -2.783  0.423
H: -0.757 0.838 4.419  0.388
O: -0.884 4.808 -1.065  -0.552
H: -2.164 -2.331 -3.087  0.289
C: -3.464 -4.131 2.687  -1.199
C: -3.394 -2.546 -1.338  -0.314
H: 3.971 2.443 -0.889  0.269
O: 0.484 -0.094 0.413  0.068
C: -1.854 3.784 -1.219  -0.726
H: 2.388 2.686 -3.983  -0.035
H: 1.110 -1.981 2.141  -0.134
C: 2.343 1.996 -4.842  0.377
H: -2.332 1.805 -0.774  0.340
H: 1.251 1.746 -4.910  0.112
H: -0.804 -0.382 3.064  0.053
O: 2.792 2.604 -6.032  -0.568
C: 3.223 0.765 -4.637  -0.936
H: 1.613 -0.278 5.831  0.340
H: 4.308 0.937 -4.508  0.267
O: 1.703 3.450 -1.871  -0.638
H: 2.661 4.388 -0.267  0.420
C: -2.553 -1.722 -2.260  -0.536
H: 1.049 2.717 -1.964  0.476
C: 2.984 2.249 -0.399  0.161
H: 0.882 0.778 2.484  0.126
H: -4.168 -3.054 -1.933  0.342
O: -1.497 -1.186 -1.544  -0.287
H: -0.077 4.477 -1.513  0.388
H: 2.937 0.137 -3.703  0.087
H: -3.282 -4.746 3.622  0.374
H: 3.100 0.121 -5.440  0.412
H: -0.360 -3.183 1.077  0.512
C: 2.128 3.471 -0.520  -0.474
H: 0.813 -1.765 4.346  0.249
H: -0.338 -0.617 0.401  -0.052
H: 3.026 3.550 -5.893  0.334
O: 3.210 1.882 0.986  -0.532
H: -2.230 3.709 -2.227  0.287
H: -0.674 -1.642 5.214  0.235
C: -2.540 -2.956 2.757  -0.041
H: 3.213 2.788 1.411  0.325
H: 2.385 -0.353 0.829  0.350
O: 0.923 0.644 3.417  -0.553
H: -0.087 1.068 -0.809  0.485
H: -2.695 4.055 -0.569  0.388
O: -1.124 -3.324 2.564  -0.422
H: -1.595 -3.199 -0.767  0.326
H: -1.223 2.500 0.322  0.270
H: -2.631 -2.440 3.690  0.347
H: -2.672 -2.218 1.940  0.061
H: -0.950 -0.682 -2.184  0.119
O: 0.341 -2.996 0.444  -0.591
H: 1.277 3.374 0.201  0.247
C: -0.259 0.007 3.903  0.084
H: 2.262 -2.787 0.976  0.433
H: -3.762 -1.905 -0.573  0.212
O: -0.436 1.784 -1.477  -0.517
C: 1.353 -2.247 1.090  -0.476
C: 0.141 -1.070 4.865  -0.474


Model B:
DFT (the ωB97M-V functional and the def2-TZVPD basis) results for a cluster of 7 separate species, C14H42O12 in total.

Summary:
* net charge: 0
* HOMO: -9.66 eV
* Kohn-Sham gap: 9.93 eV

Each line ends with the Mulliken charge.
Positions of all 68 atoms, in Å:
H: 5.155 -0.300 -3.338  0.377
H: -1.744 1.218 -0.560  0.335
O: 6.076 -0.401 -0.096  -0.513
O: -2.921 4.899 -3.141  -0.564
H: -3.595 5.124 -3.798  0.306
H: -2.377 2.849 3.856  0.441
O: 0.697 -2.401 0.286  -0.391
C: 6.275 -0.244 -1.456  -0.420
H: 6.756 0.729 -1.568  0.271
H: -1.867 -3.401 -4.510  0.367
O: 0.439 -3.074 4.694  -0.540
C: 1.577 -3.506 0.402  -0.628
H: 0.434 0.985 -2.111  0.319
C: 2.632 -3.449 1.481  -0.860
H: -1.027 0.511 4.593  0.317
H: 0.915 -0.636 3.843  0.259
O: -1.289 -0.740 -0.992  -0.532
O: -4.244 3.940 2.633  -0.575
O: -1.823 -4.859 -2.020  -0.558
H: -4.236 1.896 2.397  0.375
H: -0.691 -1.391 -0.604  0.458
H: 0.952 -4.350 0.572  0.411
H: -0.514 -3.210 -1.747  -0.694
C: -3.384 5.269 -1.834  -0.467
H: -3.526 2.750 1.053  0.115
H: 2.147 -3.639 -0.522  0.468
C: 0.420 1.022 -1.007  -0.560
H: 4.473 -1.274 -2.024  0.125
H: -0.554 -0.501 2.830  -0.389
H: 4.149 1.467 -2.523  0.256
H: 2.269 0.369 -0.981  0.175
C: -0.241 -2.436 3.646  -0.482
H: 0.201 -2.803 2.725  -0.078
H: -1.857 3.420 -1.982  0.306
H: -4.335 4.804 -1.726  0.338
H: -0.092 -2.976 5.514  0.333
H: -0.101 -4.201 -3.084  0.274
C: -2.230 2.625 2.799  -0.313
H: 1.203 -1.596 0.083  0.328
C: -3.567 2.752 2.167  -0.262
H: 5.596 0.323 0.242  0.298
O: 4.103 0.766 -1.860  -0.516
H: -4.978 4.143 2.039  0.316
H: 2.208 -3.337 2.511  0.174
H: -0.645 -1.381 -3.178  0.308
H: -1.300 -2.658 3.549  0.429
H: -0.681 0.420 0.586  -0.492
H: -2.710 -2.630 -3.154  0.242
H: -1.653 5.560 -0.560  0.199
H: -2.976 4.755 0.216  0.142
C: -0.989 -3.808 -2.564  0.824
H: 3.394 -2.671 1.300  0.202
H: 3.223 -4.388 1.396  0.375
H: 7.046 -0.964 -1.722  0.318
C: 4.994 -0.335 -2.260  -0.203
H: -1.333 -5.380 -1.380  0.310
H: -3.484 6.353 -1.825  0.350
O: -1.858 3.543 -1.022  -0.396
C: -2.433 4.808 -0.729  -0.202
O: -1.011 -1.785 -3.943  -0.562
O: 1.462 0.155 -0.463  -0.502
H: -1.481 3.344 2.391  0.193
C: -1.723 -2.909 -3.574  -0.446
O: -0.957 -0.428 4.741  -0.556
H: -1.847 1.601 2.749  -0.316
H: 0.512 2.090 -0.707  0.349
C: -0.915 0.498 -0.473  0.411
C: -0.118 -0.929 3.744  0.623


Which structure is the most stable? The one labeled model A.


Model A:
DFT (the ωB97M-V functional and the def2-TZVPD basis) results for the ion C5H13N2O with charge +1.

Summary:
* net charge: +1
* HOMO: -12.89 eV
* Kohn-Sham gap: 9.89 eV

Each line ends with the Mulliken charge.
Positions of all 21 atoms, in Å:
H: 2.320 -1.254 -1.194  0.396
H: 2.757 -1.963 1.352  0.421
C: -1.863 0.777 -1.210  0.059
H: 1.580 -1.150 2.313  0.384
H: 2.272 0.449 -1.104  0.334
C: 2.206 -1.016 1.414  -1.468
H: -2.225 1.769 0.671  0.303
H: -3.053 0.191 0.538  0.388
H: 0.321 1.352 0.204  0.478
C: 0.273 0.464 0.836  -0.876
C: -2.151 0.736 0.290  -0.661
N: -1.097 -0.021 0.993  -0.313
H: -1.468 -0.233 1.904  0.243
O: -0.898 0.266 -1.729  -0.540
C: 1.135 -0.708 0.390  0.186
H: 2.934 -0.226 1.635  0.370
H: -2.666 1.144 -1.864  0.390
H: 0.947 -0.413 -1.666  0.389
N: 1.755 -0.420 -1.033  -0.278
H: 0.547 -1.587 0.155  0.309
H: 0.570 0.849 1.828  0.487


Model B:
DFT (the ωB97M-V functional and the def2-TZVPD basis) results for a structure of composition C5H13N2O.

Summary:
* net charge: +1
* HOMO: -12.98 eV
* Kohn-Sham gap: 4.64 eV

Each line ends with the Mulliken charge.
Positions of all 21 atoms, in Å:
C: 0.479 0.855 -2.366  -1.194
C: 0.267 -0.383 1.091  -0.016
H: 0.892 1.548 1.852  0.446
H: -0.521 0.470 -2.622  0.375
N: -0.035 0.210 -0.021  0.024
C: -0.056 -1.780 1.510  -1.044
N: -2.300 0.701 -0.868  -0.643
H: -1.133 -1.827 1.716  0.364
O: 0.991 0.190 3.344  -0.376
H: 0.205 1.821 -1.926  0.328
H: 0.480 -1.938 2.434  0.408
H: 0.892 -1.073 -1.269  0.323
H: 1.933 0.289 -0.808  0.351
H: 1.586 -0.158 1.307  0.188
H: 1.150 0.949 -3.209  0.368
H: -2.643 1.644 -1.039  0.202
H: -3.131 0.144 -0.679  0.215
C: 0.939 0.521 2.203  0.112
H: 0.264 -2.549 0.809  0.303
C: 0.928 0.021 -1.167  -0.188
H: -1.189 0.346 -0.293  0.455


Which structure is the most stable? The one labeled model A.


Model A:
DFT (the ωB97M-V functional and the def2-TZVPD basis) results for a cluster of 2 separate species, C5H13N2O in total.

Summary:
* net charge: +1
* HOMO: -13.96 eV
* Kohn-Sham gap: 10.77 eV

Each line ends with the Mulliken charge.
Positions of all 21 atoms, in Å:
C: -2.217 1.399 -0.292  -1.102
H: 1.067 -2.401 -1.910  0.298
H: 2.478 -0.269 0.737  0.418
H: -3.069 1.429 0.377  0.298
H: -1.945 0.369 -0.537  0.309
C: 0.957 -1.445 -0.063  0.723
H: 1.080 0.621 0.327  0.246
H: 2.144 -0.916 -1.725  0.290
O: -1.071 2.574 1.460  -0.519
C: -1.055 2.084 0.370  0.682
N: 0.175 2.015 -0.350  -0.672
N: 1.457 -0.292 0.738  -0.134
H: -2.449 1.886 -1.238  0.392
H: -0.394 -3.074 -0.001  0.388
H: 0.729 2.842 -0.163  0.268
H: 0.036 1.916 -1.354  0.245
H: 1.131 -0.372 1.700  0.420
C: 1.411 -1.586 -1.293  -0.961
H: -0.874 -1.702 1.013  0.379
H: 0.436 -2.778 1.534  0.385
C: -0.028 -2.301 0.669  -1.352


Model B:
DFT (the ωB97M-V functional and the def2-TZVPD basis) results for a cluster of 2 separate species, C5H13N2O in total.

Summary:
* net charge: +1
* HOMO: -13.70 eV
* Kohn-Sham gap: 9.53 eV

Each line ends with the Mulliken charge.
Positions of all 21 atoms, in Å:
H: 1.339 -1.369 -1.488  0.420
C: 1.081 0.436 1.454  -1.215
C: -2.234 0.375 -0.468  -0.974
O: -2.503 -1.994 0.846  -0.453
H: -1.822 1.320 -0.985  0.317
H: 0.398 2.261 -0.507  0.383
H: 1.408 -0.609 1.853  0.367
H: 0.273 1.182 -1.942  0.442
C: 0.817 1.300 -1.001  -1.718
H: 2.561 -0.914 -0.300  0.372
H: -2.911 0.083 -1.218  0.357
H: -0.446 -1.927 0.921  0.295
C: 0.688 0.179 -0.017  0.821
H: 1.182 -1.577 0.163  0.295
H: 0.247 0.877 2.078  0.311
N: -1.184 -0.512 -0.285  -0.074
C: -1.425 -1.517 0.642  0.033
N: 1.542 -0.931 -0.458  -0.253
H: -2.806 0.725 0.324  0.380
H: 1.873 1.588 -1.131  0.440
H: 1.922 1.023 1.519  0.454


Which structure is the most stable? The one labeled model A.